(1)
The following is a quantum chemistry calculation of a molecular structure, C57H50N3O2P2PbS, from the OMol25 dataset.

Results
orbital gap	0.24918	Eh
net charge	+3

XYZ file:
```
116
Properties=species:S:1:pos:R:3:forces:R:3
Pb 1.71257 -0.53583 -0.18654 0.5042 -0.4129 0.1023
O -2.38010 1.83261 0.99896 -0.0135 0.2926 0.1326
S -1.52780 0.74225 0.48689 1.0964 0.4122 -0.2190
C -0.84436 -0.03201 2.00961 -0.3474 -0.0522 -0.1368
C -0.45306 0.80459 3.04839 0.0679 0.1166 -0.1258
C -0.18746 0.30738 4.31407 -0.0147 -0.0201 0.0496
C -0.37081 -1.04189 4.57861 0.0543 0.0101 0.0386
C -0.81616 -1.88507 3.57549 -0.0180 0.1030 -0.0775
C -1.07395 -1.39631 2.28639 0.0974 -0.0580 -0.1567
P -1.73776 -2.71178 1.23725 -0.3660 -0.1055 0.0018
C -3.16129 -3.44121 2.00928 0.2161 0.0384 0.0474
C -3.90464 -2.72947 2.95591 -0.0342 -0.0602 -0.0329
C -5.05132 -3.30039 3.48300 -0.0273 0.0499 0.0324
C -5.45371 -4.56571 3.07018 0.0168 -0.0264 0.0096
C -4.71622 -5.27236 2.12546 0.0100 -0.0121 -0.0395
C -3.56336 -4.71780 1.59518 -0.0356 0.0500 0.0089
C -0.50153 -3.96803 0.92668 -0.1421 0.1252 0.0678
C 0.36101 -3.97472 -0.17357 -0.1052 0.0354 -0.1341
C 1.43274 -4.85040 -0.20472 0.0263 -0.0171 0.0025
C 1.66598 -5.70989 0.86432 0.0041 0.0149 -0.0383
C 0.78237 -5.74662 1.93285 -0.0236 0.0265 0.0494
C -0.30510 -4.88690 1.96521 0.0283 -0.0142 0.0010
C -0.09697 1.59930 -0.29222 -0.2744 0.3715 -0.2872
C 0.97779 2.14953 0.42871 -0.3695 0.0226 0.0241
C 1.88193 2.98994 -0.21103 0.1812 -0.0174 0.1126
C 1.73019 3.27645 -1.55264 0.0744 0.0963 -0.1473
C 0.65581 2.75858 -2.26671 -0.0394 -0.0718 0.0750
C -0.29222 1.93902 -1.66442 -0.0643 -0.1104 0.5836
P -1.83707 1.41288 -2.54687 0.0336 -0.0894 0.0430
C -2.80612 2.96476 -2.51098 0.0505 -0.1106 0.0571
C -3.98313 2.95804 -3.26395 -0.0193 0.0144 -0.0156
C -4.80808 4.07056 -3.28798 -0.0232 -0.0333 0.0050
C -4.47115 5.19853 -2.54953 0.0192 0.0350 0.0085
C -3.31865 5.20158 -1.77994 -0.0031 -0.0077 0.0479
C -2.48641 4.08789 -1.75484 -0.0217 0.0160 -0.0400
C -1.31357 1.31479 -4.29627 -0.0981 -0.0368 0.0403
C -1.24208 0.04563 -4.87192 -0.0106 0.0379 0.0246
C -0.97020 -0.10411 -6.22601 -0.1147 -0.0210 -0.0286
C -0.75991 1.01947 -7.01424 -0.0443 -0.0367 -0.0033
C -0.81679 2.28765 -6.44793 0.0118 0.0506 -0.0105
C -1.11066 2.43835 -5.10038 0.0129 -0.0778 -0.0445
H -0.39614 1.86996 2.86416 -0.0815 -0.0164 0.0761
H 0.13384 0.97738 5.10172 -0.0314 -0.0052 -0.0271
H -0.20346 -1.43291 5.57382 0.0265 -0.0024 -0.0327
H -1.00767 -2.92224 3.81782 0.0431 -0.0285 0.0042
H -3.57993 -1.75205 3.29202 -0.0395 -0.0196 0.0038
H -5.62666 -2.76335 4.22614 0.0188 -0.0260 -0.0097
H -6.33699 -5.01657 3.50547 0.0054 0.0350 -0.0375
H -5.02977 -6.26105 1.81560 0.0109 0.0207 0.0392
H -2.96239 -5.28208 0.89060 -0.0529 -0.0012 0.0061
H 0.16561 -3.35012 -1.03394 0.0452 0.2103 0.0610
H 2.08635 -4.86936 -1.06814 -0.0219 0.0086 0.0366
H 2.52718 -6.36604 0.85333 -0.0555 -0.0137 -0.0279
H 0.93592 -6.44366 2.74595 -0.0113 -0.0072 -0.0290
H -1.00895 -4.95308 2.78514 0.0637 0.0332 0.0556
H 1.06319 2.00418 1.49625 0.1285 -0.1162 -0.0694
H 2.69132 3.43123 0.35796 -0.0102 -0.0474 -0.0197
H 2.43192 3.93982 -2.04389 -0.0204 -0.0374 -0.0034
H 0.54442 3.01258 -3.31328 0.0156 0.0017 0.0500
H -4.24387 2.08340 -3.85270 -0.0072 0.0248 0.0013
H -5.71864 4.05825 -3.87399 0.0585 0.0085 -0.0232
H -5.10562 6.07523 -2.57637 -0.0041 -0.0451 0.0202
H -3.06498 6.07128 -1.18715 0.0053 -0.0092 -0.0423
H -1.59567 4.11347 -1.14040 0.0071 -0.0216 -0.0041
H -1.41294 -0.83052 -4.25235 -0.0372 0.0263 -0.0316
H -0.93718 -1.09154 -6.67018 0.0037 0.0264 0.0150
H -0.57341 0.90905 -8.07494 0.0302 0.0055 0.0271
H -0.65256 3.16106 -7.06664 -0.0401 -0.0134 0.0248
H -1.21479 3.43010 -4.67463 -0.0128 0.0042 -0.0603
C 4.49716 -0.28206 3.42241 -0.0027 0.0030 0.0050
C 5.70811 -0.00468 2.80759 -0.0775 -0.0157 0.0575
C 5.76024 0.19129 1.43593 0.0847 -0.0044 -0.0835
C 4.60642 0.10600 0.65848 -0.0250 0.0175 0.1192
C 3.38228 -0.19719 1.27734 -0.0651 0.1449 -0.3021
C 3.34430 -0.37905 2.65167 -0.2030 -0.0520 0.0361
C 4.64575 0.32854 -0.80946 -0.0088 -0.0126 -0.0836
C 5.82492 0.69284 -1.49048 0.1098 0.0235 0.0540
C 5.81720 0.84248 -2.84496 -0.0283 0.0002 -0.0556
C 4.62507 0.65458 -3.57834 -0.0399 -0.0346 0.1182
C 4.55692 0.77535 -4.98424 0.0454 0.0568 -0.0473
C 3.36546 0.62994 -5.63550 0.0706 0.0239 -0.0293
C 2.19184 0.35674 -4.90395 0.0697 0.0176 0.0406
C 2.23793 0.20722 -3.54419 -0.0219 -0.0542 0.1001
C 3.45878 0.34226 -2.84787 -0.0443 -0.0327 -0.1210
N 3.50995 0.17147 -1.48540 -0.1078 0.0680 -0.0076
H 4.44690 -0.43018 4.49416 0.0354 0.0174 -0.0328
H 6.61348 0.05931 3.39568 0.0022 0.0107 -0.0207
H 6.72108 0.39861 0.98518 -0.0186 0.0144 0.0250
H 2.40059 -0.59596 3.14464 0.0403 -0.0458 0.0045
H 6.74031 0.85496 -0.94470 -0.0072 -0.0261 0.0285
H 6.72694 1.11592 -3.36711 -0.0251 -0.0267 0.0000
H 5.46779 0.98543 -5.53184 -0.0304 0.0250 0.0093
H 3.32266 0.72806 -6.71245 -0.0314 -0.0052 0.0332
H 1.24462 0.26505 -5.42159 0.1698 0.0096 0.0737
H 1.32578 0.00196 -2.99169 0.0216 -0.0233 -0.0687
C -4.27465 -0.27398 0.60559 -0.2763 0.0084 -0.0783
N -4.44222 -1.35928 -0.36463 -0.1556 0.0185 0.0643
C -5.75260 -1.38986 -1.04596 -0.1010 -0.0649 -0.0034
C -6.05906 -2.80097 -1.49257 0.1369 -0.0320 0.0160
C -4.92651 -3.26306 -2.38202 -0.1057 0.0552 0.0230
N -3.63805 -3.10820 -1.66926 0.0568 -0.1402 0.0292
C -2.53290 -3.97603 -2.08547 0.1191 0.1521 -0.0744
C -3.49488 -2.19031 -0.73094 -0.2367 0.1842 0.0068
O -2.27436 -2.04495 -0.15590 0.5059 -0.5211 -0.0755
H -5.14341 -0.25447 1.26048 -0.0359 -0.0708 -0.0066
H -4.19933 0.68423 0.08960 -0.0298 -0.0842 0.0015
H -3.38895 -0.40653 1.21211 -0.2676 -0.1880 0.0368
H -5.72524 -0.70265 -1.89419 0.0317 0.0529 0.0257
H -6.49787 -1.02609 -0.34332 0.0473 0.0289 0.0665
H -7.00337 -2.83633 -2.03224 0.0209 0.0349 -0.0293
H -6.14320 -3.45987 -0.62464 -0.0409 0.0179 -0.0055
H -4.89588 -2.68053 -3.30518 0.0721 -0.0214 -0.0191
H -5.03214 -4.31134 -2.64704 0.0462 -0.0481 0.0377
H -2.91784 -4.69569 -2.79986 -0.0516 0.0234 -0.0251
H -2.12061 -4.52644 -1.24718 0.0367 -0.0519 0.1092
H -1.74295 -3.40094 -2.56896 -0.0166 0.0250 0.0173
```
Positions in Å, forces in eV/Å.

(2)
The following is a quantum chemistry calculation of a molecular structure, C7H10, from the OMol25 dataset.

Results
orbital gap	0.32867	Eh
relative energy (zero: lowest compared OMol25 entry of this formula, charge and spin)	3.905	eV

XYZ file:
```
17
Properties=species:S:1:pos:R:3:forces:R:3
C 0.60699 -0.88831 1.44664 -0.0336 -0.0050 -0.0159
C 0.93200 0.45119 0.82322 0.1733 -0.1114 0.0679
C 0.72346 0.65939 -0.68066 0.0627 0.0273 -0.1131
C -0.00647 -0.44731 -1.45300 -0.0070 0.0325 0.0315
C -1.43169 -0.25211 -1.00849 0.0209 0.0959 0.0651
C -1.54874 0.80762 -0.19666 -0.0598 -0.0805 -0.0401
C -0.28782 1.60392 -0.09443 -0.0839 -0.1035 -0.2569
H 1.27303 -1.66685 1.05455 -0.0966 0.1275 0.0525
H 0.72942 -0.84596 2.53354 -0.0120 -0.0181 -0.1711
H -0.42373 -1.18902 1.23058 0.1617 0.0377 0.0236
H 1.88488 0.88101 1.14153 -0.1797 -0.0538 -0.0476
H 1.58744 1.08605 -1.19143 -0.1647 -0.0640 0.1228
H 0.35880 -1.46561 -1.25401 -0.0616 0.1479 -0.0118
H 0.10169 -0.28344 -2.53326 -0.0162 -0.0191 0.1733
H -2.24366 -0.90152 -1.33129 0.1187 0.1017 0.0947
H -2.47677 1.13661 0.26513 0.1527 -0.0529 -0.1077
H 0.22114 1.31434 1.24803 0.0249 -0.0623 0.1329
```
Positions in Å, forces in eV/Å.

(3)
The following is a quantum chemistry calculation of a molecular structure, C40H57B3BeCl2F4KMgO15, from the OMol25 dataset.

Results
orbital gap	0.03527	Eh
net charge	+1

XYZ file:
```
124
Properties=species:S:1:pos:R:3:forces:R:3
C -4.48815 -0.05876 0.05009 0.6003 -1.9193 0.3764
C -3.12140 -0.63167 -0.27715 -0.5767 0.5569 -0.5665
C -2.76141 -0.39788 -1.73241 0.9084 0.2503 0.3680
C -1.25697 -0.18188 -1.96526 -0.3959 -0.4838 -0.7534
C -0.78771 -0.86196 -3.26569 0.3416 0.7678 0.5572
C 0.70768 -1.08201 -3.28193 -0.2416 0.0088 -0.2207
C 1.42538 0.25363 -3.41446 -0.1759 -0.6322 0.7568
B 1.95972 0.94290 -2.12895 0.5005 -1.2607 -0.5765
O 2.25538 2.26720 -2.19236 -0.6192 0.7665 -0.6670
B 1.74692 2.86707 -1.07461 0.5840 1.6215 0.4376
C 0.63579 3.96047 -1.11391 -0.0484 -0.7987 -0.5366
C -0.48895 3.56157 -0.18472 -1.1208 -0.2985 -0.5189
O -0.28605 4.01996 1.04450 0.4176 -0.7874 2.4093
O 2.21789 2.42304 0.12923 -0.2393 -0.2114 -0.0651
B 2.65560 1.12526 0.07836 0.5194 -0.4004 0.2648
O 3.49230 0.63734 1.00958 -0.2234 -0.4654 0.4492
C 2.73244 -0.21795 1.90438 0.4588 0.0635 0.3466
C 3.34708 -1.58950 2.14610 0.2392 0.1606 -0.7649
C 4.84547 -1.52477 1.92935 -0.3714 0.1791 0.4650
C 2.69975 -2.73157 1.37477 -0.1811 -0.1306 -0.4179
C 1.17767 -2.69222 1.41156 -0.0577 0.5829 -0.2359
C 3.18129 -2.89283 -0.07894 0.1657 -0.3322 0.8532
O 2.18701 0.28691 -0.94624 -0.3436 0.2479 0.0881
H -5.25747 -0.51441 -0.54247 -0.3236 -0.1556 -0.7325
H -4.46705 0.99262 -0.14594 -0.4200 1.2908 -0.2373
H -4.77503 -0.17161 1.09844 0.3469 -0.0494 -0.5854
H -2.32718 -0.18779 0.31854 0.4389 0.3535 0.9453
H -3.05205 -1.67704 -0.05239 0.0945 -0.5648 0.2703
H -3.10485 -1.22808 -2.30965 -0.3577 -0.4239 -0.5649
H -3.30041 0.46097 -2.12929 -0.5583 0.4657 -0.3241
H -0.65886 -0.56213 -1.15085 0.1601 -0.1255 0.4866
H -1.04801 0.89020 -2.08438 0.3195 0.3970 0.1351
H -1.34034 -1.77650 -3.38579 -0.2296 -0.4713 -0.1070
H -0.99655 -0.18419 -4.08159 -0.5037 -0.0833 -0.4948
H 0.92338 -1.67543 -4.15063 0.1544 -0.4670 -0.4664
H 0.98961 -1.67092 -2.42439 0.3685 -0.1402 0.4574
H 2.27228 0.14908 -4.06928 0.4765 0.1230 -0.4739
H 0.72282 0.91840 -3.88618 0.0025 0.6609 -0.5148
H 0.96054 4.89680 -0.70098 0.1720 0.5706 0.2168
H 0.28301 4.16473 -2.11154 -0.1858 0.0254 -0.3983
H -0.53240 2.40217 -0.09813 0.3092 -0.8007 -0.1694
H -1.47306 4.02715 -0.49860 -0.2856 0.5585 -0.5713
H -1.11896 4.39649 1.36914 0.2132 0.9882 -0.3151
H 1.70345 -0.26446 1.56778 -0.3233 -0.2121 -0.1680
H 2.70938 0.28752 2.85283 0.0029 0.4747 0.4317
H 3.22985 -1.80623 3.19333 -0.4270 -0.0216 0.5813
H 5.10200 -1.50963 0.89282 0.2816 -0.1065 -0.6167
H 5.21846 -0.61339 2.35447 0.3973 0.4835 0.3001
H 5.30761 -2.34414 2.44443 0.4264 -0.5425 0.0502
H 2.99351 -3.63479 1.87816 0.2067 -0.4715 0.4136
H 0.72626 -3.66047 1.43639 -0.1346 -0.6857 0.1241
H 0.80182 -2.22749 0.50959 -0.1421 0.2916 -0.4586
H 0.78005 -2.09725 2.21577 -0.1159 0.0818 0.6794
H 2.35617 -3.24756 -0.65718 -0.2496 0.3724 -0.4997
H 3.91627 -3.68006 -0.11041 0.5246 -0.3337 -0.1006
H 3.65685 -2.01837 -0.48063 -0.1647 0.5672 -0.3606
Cl -4.96806 1.47203 2.36257 2.6708 0.0620 1.7676
C 3.21467 -7.27009 -4.13902 -0.5033 -0.5494 -0.3467
C 2.16703 -6.34740 -3.56572 2.1077 0.2500 1.1506
C 2.47778 -4.86971 -3.64042 -0.7265 0.3506 -0.5022
O 1.75849 -4.34199 -2.52140 0.2632 -0.5686 -0.2951
C 1.63310 -5.34663 -1.62618 -0.2902 0.4476 0.1356
O 1.27217 -5.22292 -0.51243 -0.1902 -0.3612 0.1370
O 1.99599 -6.54180 -2.20282 -0.4510 -0.1781 -0.4734
H 2.85579 -8.29785 -4.18145 0.0200 -0.0112 -0.0085
H 3.49014 -6.96123 -5.14535 -0.0448 0.0554 -0.0151
H 4.09295 -7.25963 -3.49222 -0.0174 0.1692 0.0790
H 1.10092 -6.62146 -4.10836 -0.9034 0.5809 -0.3159
H 2.13734 -4.40617 -4.56218 -0.0886 0.0931 0.0722
H 3.54392 -4.66946 -3.50635 0.0612 -0.2223 0.0272
K -6.98450 2.47660 1.45198 -2.6987 1.3395 -0.9220
C -13.70884 1.98904 -2.02765 0.3102 -0.0740 0.0354
C -13.22126 3.28695 -2.65646 -0.4589 0.1153 -0.3621
O -12.28720 4.02851 -1.87034 0.0492 -0.4630 0.7359
C -10.92732 3.68962 -1.89023 -0.7768 0.5220 -0.8490
O -10.37708 3.53534 -3.05329 0.4875 -0.1612 0.1385
C -10.59201 2.44715 -1.00106 -0.2282 -0.0765 0.5604
F -11.32267 2.41697 0.12100 0.1302 0.0091 -0.0171
F -9.28436 2.54314 -0.62044 0.0769 -0.1863 -0.0113
F -10.74381 1.27433 -1.59937 0.0947 -0.0056 -0.0747
H -13.88042 2.11436 -0.95922 -0.1033 0.0555 -0.0023
H -14.64112 1.68234 -2.50077 -0.0428 0.0806 -0.0059
H -13.00241 1.17401 -2.16363 0.0224 -0.0406 0.0202
H -14.07719 3.95441 -2.74774 0.0737 0.1241 0.0167
H -12.84638 3.13257 -3.67001 0.2136 -0.0322 0.0726
H -10.49559 4.51987 -1.25864 0.2323 -0.0508 -0.1517
Mg -2.41335 1.93863 -0.45421 0.4066 0.0223 0.5178
Cl -0.39144 -5.89006 -4.50675 0.5138 -0.4503 0.0980
Be -10.15434 4.09854 2.25842 0.0020 0.1115 0.0737
F -1.68228 5.66730 -0.04610 -0.8746 -0.5464 -0.1642
C 12.31671 0.42856 7.80049 -0.0373 -0.0334 0.0379
C 11.29241 -0.24236 8.46003 0.0516 0.0217 -0.0293
C 9.99415 -0.16509 7.98836 0.0583 -0.0667 0.0968
C 9.71142 0.59300 6.85999 0.0124 0.1060 -0.1123
C 10.73716 1.28458 6.21035 -0.1580 -0.0221 -0.0129
C 12.04046 1.19045 6.67923 0.1098 -0.0218 0.0695
C 10.45195 2.14133 5.02450 0.1499 0.0775 -0.0653
O 11.34119 2.73789 4.45592 -0.0172 -0.0077 -0.0023
C 9.03910 2.25096 4.55999 -0.0421 -0.0742 0.1049
C 8.73958 3.08639 3.49152 -0.0635 0.0625 -0.1040
C 7.43614 3.18960 3.03961 -0.0454 -0.0456 0.0041
C 6.42617 2.45195 3.64826 0.0114 0.0314 -0.0363
C 6.71822 1.62362 4.71644 -0.1734 0.0415 -0.0964
C 8.02189 1.52484 5.18234 0.1524 0.0076 0.0226
C 8.31077 0.65114 6.35542 -0.1103 -0.1064 0.1008
O 7.42774 0.00922 6.88515 0.0051 0.0098 -0.0229
H 13.33189 0.35961 8.16670 0.0191 -0.0017 0.0119
H 11.50975 -0.82773 9.34295 0.0108 -0.0160 0.0138
H 9.19577 -0.68853 8.49424 -0.0875 0.0099 -0.0626
H 12.83193 1.71765 6.16640 -0.0485 0.0638 -0.0725
H 9.52879 3.65438 3.02035 0.0976 -0.0360 0.0492
H 7.20426 3.84351 2.20996 -0.0069 0.0160 -0.0151
H 5.40667 2.52611 3.29295 -0.0069 0.0240 -0.0409
H 5.92965 1.05724 5.19122 0.0839 -0.0656 0.1277
C -8.07616 0.55359 -4.91120 -0.0616 0.0543 -0.0117
C -9.11982 0.22857 -3.86512 -0.0804 0.1917 -0.0539
O -9.12548 -1.20442 -3.86367 0.2004 0.0636 -0.1330
C -7.92601 -1.63017 -4.32802 -0.0821 0.0145 0.0261
O -7.54022 -2.75154 -4.28914 0.0593 -0.0007 0.0345
O -7.21181 -0.58949 -4.83453 -0.0416 0.0430 0.0454
H -7.52733 1.46641 -4.69794 0.1369 -0.0770 0.0297
H -8.49422 0.61903 -5.91589 -0.0138 -0.0651 -0.0072
H -8.83902 0.57480 -2.87080 0.0494 0.0114 -0.0401
H -10.10016 0.62307 -4.11294 -0.0838 -0.1558 0.0408
```
Positions in Å, forces in eV/Å.

(4)
The following is a quantum chemistry calculation of a single CH2Br3PS molecule, from the OMol25 dataset.

Results
orbital gap	0.32193	Eh
SMILES	S=P(Br)(Br)CBr
relative energy (zero: lowest compared OMol25 entry of this formula, charge and spin)	0.271	eV

XYZ file:
```
8
Properties=species:S:1:pos:R:3:forces:R:3
S 1.77476 -2.69296 -0.05641 0.1981 1.5002 -0.0024
P 2.10249 -0.77359 -0.03311 -0.5262 0.5577 0.6491
Br 3.14783 0.02904 -1.87714 -0.1810 -0.2887 1.0007
Br 3.03634 0.08006 1.82400 0.3135 -0.4739 -0.6412
C 0.59250 0.36060 -0.01300 2.5421 0.0953 -3.7686
Br 0.72906 2.28418 0.11492 0.0649 -0.7323 0.5310
H 0.40665 0.24013 -1.09412 -0.3799 0.0849 0.2372
H -0.17758 -0.15310 0.41739 -2.0314 -0.7432 1.9943
```
Positions in Å, forces in eV/Å.

| no. | molecular weight (g/mol) | highest occupied orbital energy (eV) |
| --- | --- | --- |
| 1 | 1110.3 | -14.4 |
| 2 | 94.2 | -7.9 |
| 3 | 1029.6 | -9.7 |
| 4 | 316.8 | -9.8 |